Entry from OMol25: a cluster of 2 separate species, C2H2Cl4Si in total (the ωB97M-V functional and the def2-TZVPD basis).

Results
SMILES string   Cl[SiH](Cl)Cl.C#CCl
HOMO-LUMO gap   10.67 eV
Relative energy (zero: lowest compared OMol25 entry of this formula, charge and spin)   2.801 eV

Geometry (Å):
1 Cl 5.197 0.867 0.523
2 Si 3.351 0.691 -0.223
3 Cl 2.251 -0.478 1.065
4 Cl 3.424 0.007 -2.124
5 H 2.415 1.755 -0.627
6 C -1.271 -0.547 0.664
7 C -1.333 0.634 0.475
8 Cl -1.409 2.208 0.168
9 H -1.249 -1.417 1.078

Here are the Löwdin charges for atoms 1 to 4, given in e:
1. Cl 0.3114
2. Si -0.7193
3. Cl 0.2497
4. Cl 0.2554



Entry from OMol25: a structure of composition C24H24BrN6O2PtS (the ωB97M-V functional and the def2-TZVPD basis).

Results
Charge   +1
HOMO-LUMO gap   6.86 eV
Relative energy (zero: lowest compared OMol25 entry of this formula, charge and spin)   0.187 eV

Geometry (Å):
1 Pt -1.902 -1.153 -0.343
2 C -1.088 -3.636 4.898
3 C -2.086 -4.340 3.991
4 N -1.737 -4.264 2.573
5 C -1.849 -3.165 1.827
6 S -1.435 -3.324 0.129
7 N -2.252 -2.051 2.408
8 N -2.413 -1.031 1.529
9 C -2.586 0.182 1.961
10 C -2.576 0.538 3.405
11 C -2.853 1.186 0.912
12 C -3.294 2.469 1.177
13 C -3.624 3.299 0.113
14 C -3.526 2.820 -1.181
15 C -3.061 1.529 -1.379
16 N -2.714 0.750 -0.363
17 H -1.337 -3.837 5.940
18 H -1.108 -2.560 4.740
19 H -0.076 -3.999 4.715
20 H -3.087 -3.927 4.120
21 H -2.128 -5.400 4.237
22 H -1.437 -5.101 2.103
23 H -2.093 -0.249 3.974
24 H -3.591 0.661 3.792
25 H -2.044 1.479 3.549
26 H -3.392 2.811 2.198
27 H -3.968 4.307 0.299
28 H -3.798 3.429 -2.030
29 H -2.948 1.108 -2.369
30 C -2.095 -2.091 -3.163
31 O -1.297 -1.160 -2.388
32 C -0.006 -0.897 -2.870
33 C 0.445 -1.461 -4.049
34 C 1.720 -1.155 -4.507
35 Br 2.312 -1.926 -6.122
36 C 2.549 -0.321 -3.794
37 C 2.097 0.241 -2.602
38 C 0.803 -0.014 -2.154
39 O 0.276 0.609 -1.055
40 C 3.013 1.127 -1.865
41 N 3.935 1.843 -2.433
42 C 4.588 2.490 -1.393
43 C 5.663 3.378 -1.435
44 C 6.130 3.874 -0.236
45 C 5.546 3.505 0.987
46 C 4.479 2.631 1.047
47 C 4.019 2.134 -0.167
48 N 2.975 1.277 -0.491
49 H -2.307 -1.661 -4.141
50 H -3.015 -2.233 -2.607
51 H -1.571 -3.040 -3.262
52 H -0.170 -2.128 -4.631
53 H 3.549 -0.088 -4.132
54 H 0.776 1.421 -0.891
55 H 6.108 3.657 -2.380
56 H 6.968 4.557 -0.231
57 H 5.941 3.921 1.905
58 H 4.033 2.348 1.991
59 H 2.542 0.627 0.145

Here are the Löwdin charges for atoms 1 to 4, given in e:
1. Pt 0.9645
2. C -0.0817
3. C -0.2243
4. N -0.0092



| no. | E_HOMO (eV) | DFT total energy (eV) | strongest force on any atom (eV Å⁻¹) |
| --- | --- | --- | --- |
| 1 | -10.1 | -60074.916 | 5.40 |
| 2 | -10.6 | -122433.153 | 0.79 |